DFT (the ωB97M-V functional and the def2-TZVPD basis) results for an isolated molecule of C16H13N3O in a non-equilibrium geometry.

- Kohn-Sham gap (hartree) = 0.3044
- electronic energy (hartree) = -857.0008
- HOMO energy (eV) = -7.96
- total charge = 0
- ΔE to the lowest compared entry with this formula, charge and spin (kJ/mol) = 0.0
- SMILES = CCn1c2ccccc2n2c(=O)c3ccccc3nc12

Structure (XYZ):
```
33
Properties=species:S:1:pos:R:3:forces:R:3
C 0.3346 2.0270 -3.0559 -0.91 -0.10 2.01
C 0.1942 0.4352 -2.9149 -2.02 1.77 0.82
N 0.6525 0.1141 -1.5544 -3.15 -1.17 0.38
C 1.9103 0.3352 -0.9433 -1.36 0.42 0.51
C 3.1251 0.9180 -1.3285 -0.91 -0.97 -0.23
C 4.1781 1.0959 -0.4731 -0.04 -0.76 0.65
C 4.0618 0.6983 0.8455 -1.07 0.67 1.31
C 2.7995 0.3161 1.3167 -1.41 -1.30 1.10
C 1.7116 0.0693 0.3851 2.45 -0.02 3.13
N 0.4136 -0.4130 0.6249 -2.41 1.16 -3.26
C -0.2181 -0.8606 1.7529 2.19 -1.71 2.15
O 0.5743 -1.0629 2.6798 -1.76 0.09 0.42
C -1.6683 -1.1960 1.6940 -0.17 1.61 -0.94
C -2.4073 -1.6747 2.7874 2.66 -0.89 1.36
C -3.7534 -1.8362 2.7441 0.40 -0.06 1.03
C -4.4386 -1.2847 1.7083 -1.94 -0.92 -0.71
C -3.7903 -0.7688 0.6337 -0.06 1.13 -2.89
C -2.3753 -0.7705 0.5272 0.88 -0.32 -0.09
N -1.6871 -0.4482 -0.6922 2.34 0.56 0.93
C -0.3580 -0.2837 -0.5746 0.84 0.41 0.08
H 1.0673 2.3696 -2.2557 -0.73 -0.31 -1.29
H -0.6211 2.5936 -2.8195 0.85 -1.10 0.01
H 0.5919 2.4331 -4.0052 0.63 -0.17 -0.91
H 0.7940 -0.1290 -3.5769 0.66 -0.30 -1.05
H -0.9366 0.0785 -3.0530 2.60 0.76 0.59
H 3.2744 1.0185 -2.3435 0.31 0.78 -2.12
H 5.1283 1.4768 -0.7680 0.36 0.23 -0.68
H 4.8987 0.8508 1.5496 -0.65 -0.19 -0.41
H 2.5896 0.1331 2.4334 0.49 0.18 -2.08
H -1.8258 -2.0230 3.6888 -0.63 0.47 -1.09
H -4.2723 -2.3435 3.5279 -0.17 -0.13 0.46
H -5.5273 -1.4902 1.6832 0.67 0.73 -0.14
H -4.4204 -0.3781 -0.2237 1.08 -0.55 0.97
```
Forces are in eV/Å.

DFT (the ωB97M-V functional and the def2-TZVPD basis) results for a structure of composition C5H8O2S in a non-equilibrium geometry.

- Kohn-Sham gap (hartree) = 0.3592
- electronic energy (hartree) = -743.9500
- HOMO energy (eV) = -9.33
- total charge = 0
- ΔE to the lowest compared entry with this formula, charge and spin (kJ/mol) = 98.1

Structure (XYZ):
```
16
Properties=species:S:1:pos:R:3:forces:R:3
C 0.7352 1.3293 -0.4039 0.29 -0.49 -0.85
C 0.4423 -0.1662 -0.1967 0.08 0.60 0.43
C -0.4997 -0.4469 1.0112 0.50 -0.61 -0.61
C -1.7525 -0.7764 0.2049 -0.15 0.35 -0.19
C 1.7088 -0.9824 -0.1918 0.71 -0.16 -0.15
H -0.9710 1.8264 -1.1951 0.77 0.44 1.27
H 1.3583 1.6973 0.4086 0.09 -0.05 0.04
H 1.3078 1.4291 -1.3606 -0.38 0.12 0.69
H -0.1414 -1.3039 1.5713 0.01 -0.18 0.15
H -0.5770 0.3928 1.6676 -0.14 0.54 0.40
H -2.4701 0.0351 0.1993 -0.10 0.12 -0.06
H -2.2678 -1.6941 0.4307 -0.03 -0.36 0.16
H 1.5670 -2.0758 0.0309 0.05 0.49 -0.08
O -0.4424 2.1047 -0.3927 -0.83 -0.41 -1.35
O 2.8092 -0.5279 -0.4213 -0.85 -0.36 0.20
S -0.8065 -0.8412 -1.3625 -0.01 -0.03 -0.05
```
Forces are in eV/Å.